The following is a DFT calculation (the ωB97M-V functional and the def2-TZVPD basis) of 8 unconnected molecules or ions with the total composition C50H55F7N3O5P in a non-equilibrium geometry.

XYZ file:
```
121
Properties=species:S:1:pos:R:3:forces:R:3
P 2.8059 1.3628 -0.2824 2.42 0.55 -4.22
F 0.4618 -4.9569 1.7787 -0.51 0.33 0.19
F 3.9029 -0.8741 5.8057 0.11 -0.20 -0.40
F -6.9797 0.6046 -9.6214 0.08 0.23 -0.08
F 2.9724 2.4477 -7.6669 0.21 0.08 -0.25
F -3.0098 -0.2682 -5.1863 0.19 -0.20 -0.02
F 4.8683 -5.0093 7.3286 0.21 0.03 0.29
F -2.1976 4.5393 0.3954 -0.17 -0.24 -0.09
O 1.5030 0.9974 -1.4363 1.29 -1.14 4.18
O 2.6191 0.2387 1.0137 1.04 2.23 -2.32
O 3.3347 0.7999 3.6964 1.04 -0.20 0.06
O 4.1400 1.2668 -1.1170 -4.44 0.15 3.52
O 2.5833 3.0450 0.1374 -0.71 -4.12 0.55
N -0.6211 -1.7311 0.6284 -0.30 1.51 1.60
N -1.5662 -0.0554 2.5296 0.80 -1.76 -0.76
N -2.0212 0.2374 0.1158 2.50 -2.97 3.89
C -2.5424 7.7928 1.9606 0.30 -0.09 -0.36
C -8.5987 -0.6978 -8.5062 0.02 0.07 -0.04
C -8.9692 -1.9145 -7.9341 0.41 -0.04 -0.14
C -6.4295 -1.6189 -9.0604 0.03 0.06 -0.01
C -3.9322 0.7007 -5.1172 -0.82 0.86 0.07
C 1.4925 1.9307 -4.3964 -0.14 0.01 -0.35
C 0.2514 1.4040 -4.7626 0.06 0.03 -0.02
C 1.5668 -6.6654 -1.7973 0.01 -0.02 0.09
C -2.7445 6.4422 1.6765 -0.01 -0.08 0.02
C 1.8530 3.2129 1.4015 -0.56 1.32 1.38
C 1.6541 -6.6271 0.6168 -0.01 0.04 0.13
C 2.9986 0.7150 8.9380 0.20 -0.41 0.00
C -5.1901 2.2847 -3.8140 0.02 -0.14 -0.48
C 2.0120 -4.5020 5.1518 0.45 -0.25 -0.12
C -1.6116 8.5270 1.2216 -0.04 -0.05 0.03
C -1.0738 6.5593 -0.0717 0.02 -0.11 -0.03
C -4.2334 1.2722 -3.8857 0.07 -0.05 0.05
C 2.0247 -7.2100 -0.5950 -0.26 0.38 -0.15
C 0.3561 -4.9686 -0.5772 -0.03 0.07 0.14
C 3.4220 -0.2592 9.8454 -0.03 0.05 -0.08
C 0.3260 2.6214 1.4163 -0.85 1.05 0.93
C 4.0837 -5.0542 6.2437 -0.74 -0.08 -1.05
C 3.1668 0.5083 7.5689 0.02 -0.07 -0.14
C -5.8435 2.7072 -4.9743 0.04 -0.04 0.04
C -8.0671 -2.9794 -7.9183 0.06 0.02 -0.03
C 5.5570 1.5854 2.5350 -0.04 -0.51 0.24
C -0.8795 7.9124 0.2047 -0.29 -0.13 0.29
C 2.4166 2.2793 -5.3813 0.01 0.03 -0.11
C 0.8215 -5.5134 0.6144 0.40 -0.67 -1.47
C 2.8271 -4.4600 6.2829 0.01 0.02 0.08
C -7.3335 -0.5623 -9.0667 -0.30 -0.99 0.48
C 3.7197 -5.7458 3.9686 -0.21 0.25 0.39
C -5.5379 2.1239 -6.2049 0.13 -0.04 0.38
C 2.0865 2.1081 -6.7212 -0.78 -0.30 0.86
C -1.4155 -0.5232 1.0918 -1.99 3.06 -2.98
C 0.8513 1.5904 -7.0949 0.07 0.02 -0.07
C 4.1648 -1.6514 8.0167 0.06 -0.04 -0.18
C -6.7957 -2.8325 -8.4784 -0.39 0.28 0.05
C 3.8690 -0.3476 1.4949 1.42 -1.80 2.07
C 4.4780 0.3976 2.8637 0.33 -1.18 0.07
C -0.0686 1.2313 -6.1101 0.30 0.14 0.18
C -2.0067 5.8376 0.6647 0.16 1.19 0.23
C 4.5389 -5.6938 5.0961 0.10 -0.01 0.07
C 4.0070 -1.4403 9.3863 -0.17 0.35 -0.20
C 2.4588 -5.1480 3.9964 0.00 0.00 -0.04
C -0.2804 0.5090 3.0922 1.11 -0.20 1.32
C -0.1183 2.1363 2.9528 -0.36 -0.30 -0.12
C -4.5732 1.1194 -6.2778 0.06 -0.07 0.00
C 3.7461 -0.6739 7.1210 -0.18 0.20 1.68
C 0.7355 -5.5444 -1.7894 0.19 -0.25 0.30
H -0.5069 6.0634 -0.8527 -0.08 0.00 0.06
H 1.8209 -5.1844 3.1159 0.37 0.03 0.52
H -3.7216 0.9253 -2.9940 0.01 0.00 -0.09
H 4.0636 -6.2515 3.0695 -0.01 0.10 0.16
H 6.5968 1.0407 2.3164 -2.27 1.36 0.45
H 0.6558 2.5393 3.7507 -1.41 -1.01 -1.71
H 0.6155 1.4712 -8.1472 0.07 0.02 0.08
H 2.5469 2.8332 2.2642 -1.59 0.35 -1.47
H 1.8598 -7.1177 -2.7425 -0.06 0.10 0.19
H -6.5929 3.4938 -4.9173 0.14 -0.15 -0.02
H 3.4248 0.5003 4.6481 0.32 0.29 -2.01
H 4.3395 -2.1953 10.0946 -0.06 0.11 -0.18
H 4.6093 -2.5675 7.6421 -0.01 0.13 0.03
H -0.1585 8.4869 -0.3719 -0.12 -0.15 0.10
H 0.3837 -5.1198 -2.7266 0.03 -0.05 0.21
H 3.5932 -1.4470 1.8733 0.24 2.46 -0.94
H -8.3539 -3.9275 -7.4684 0.05 0.19 -0.09
H -1.7797 -0.9025 3.1223 0.23 1.16 -0.95
H -6.0934 -3.6622 -8.4614 -0.11 0.18 -0.03
H 1.7379 2.0679 -3.3462 -0.03 -0.05 -0.38
H -1.1707 2.5989 3.2723 2.25 -0.98 -0.92
H 5.2414 2.1807 1.5753 0.61 -1.01 1.92
H 2.0067 -7.0312 1.5601 -0.07 0.01 -0.07
H -6.0507 2.4516 -7.1060 0.13 -0.09 0.13
H -0.2967 -4.1023 -0.5523 0.05 -0.03 -0.01
H 2.5397 1.6325 9.2980 0.10 -0.16 -0.11
H 5.5254 -6.1455 5.0889 -0.09 0.04 0.06
H 3.2947 -0.0957 10.9134 0.03 -0.03 -0.22
H -1.0336 0.8174 -6.3926 0.19 0.08 0.04
H 3.3886 2.6820 -5.1156 -0.09 -0.04 -0.05
H 2.8516 1.2572 6.8497 0.00 -0.03 0.05
H 5.6690 2.3029 3.4819 -0.25 -1.60 -2.19
H -1.4575 9.5815 1.4406 -0.03 -0.21 -0.05
H -4.3170 0.6613 -7.2274 -0.02 0.00 0.09
H -9.9597 -2.0325 -7.5012 0.19 0.06 -0.08
H -5.4495 -1.4889 -9.5076 -0.10 0.03 0.04
H 4.7099 -0.4986 0.6977 -1.79 0.77 1.20
H 1.0158 0.1653 -1.1022 0.88 1.83 -0.79
H -0.7079 -2.5191 1.3203 0.42 1.26 -0.79
H -3.1087 8.2729 2.7549 0.08 -0.12 -0.15
H 1.0310 -4.0337 5.1697 0.17 -0.08 0.04
H 2.4937 -3.9701 7.1919 0.06 -0.06 -0.07
H -2.5131 1.0573 0.5444 0.69 -1.02 0.04
H -9.2842 0.1431 -8.5191 0.09 -0.06 -0.03
H 1.7517 4.3917 1.5660 0.38 -2.58 -0.54
H -0.4674 1.1281 -3.9940 0.12 0.04 -0.13
H -0.2904 0.2564 4.2588 0.01 0.59 -2.49
H 5.0300 -0.4829 3.4484 -0.95 1.88 -1.37
H -3.4691 5.8581 2.2343 0.08 0.02 -0.07
H -0.3930 3.5432 1.1747 1.71 -2.25 0.23
H 0.6001 -0.1157 2.6390 -1.16 1.61 0.87
H 2.6691 -8.0856 -0.6037 -0.11 0.17 0.05
H 0.3996 -1.4762 0.4926 -1.66 -0.45 0.53
H -5.4271 2.7433 -2.8572 0.07 -0.12 -0.16
H 0.1009 1.7865 0.6292 0.65 1.59 1.51
```
Forces are in eV/Å.

Output
net charge	0
maximum force	0.11017	hartree/bohr
E_tot	-95757.393	eV
structure (SMILES)	[H]/N=C(/N)NCCCCO[P@](=O)(O)OC[C@@H](C)O.Fc1ccccc1.Fc1ccccc1.Fc1ccccc1.Fc1ccccc1.Fc1ccccc1.Fc1ccccc1.Fc1ccccc1
orbital gap	8.8267	eV